[1]
61
Properties=species:S:1:pos:R:3:mulliken_charge:R:1 method="wB97M-V/def2-TZVPD" total_charge=0 spin_multiplicity=1 homo_ev=-7.735 smiles="COc1ccc(CCNC(=O)CSc2cn(Cc3ccccc3)c3ccccc23)cc1OC"
C -4.13 -0.69 0.87 -0.74
H -3.53 -1.49 0.44 0.14
O -3.66 0.59 0.50 -0.44
C -2.42 0.99 0.93 1.29
C -1.53 0.13 1.57 -0.51
C -0.26 0.53 1.94 -0.89
C 0.17 1.82 1.68 0.67
C -0.73 2.69 1.08 -0.28
C -2.01 2.31 0.70 -0.53
O -2.73 3.30 0.10 -0.42
C -4.12 3.19 -0.06 -0.83
H -4.62 2.95 0.88 0.30
H -4.38 2.43 -0.80 0.22
H -4.45 4.17 -0.41 0.32
H -0.44 3.71 0.88 0.42
C 1.53 2.36 2.05 -0.69
H 1.95 2.85 1.17 0.18
H 1.39 3.12 2.81 0.43
C 2.55 1.35 2.58 -1.26
N 3.08 0.48 1.56 0.02
C 2.95 -0.85 1.55 0.60
O 2.31 -1.49 2.36 -0.69
C 3.73 -1.56 0.45 -0.76
H 4.75 -1.75 0.80 0.48
H 3.26 -2.51 0.22 0.33
S 3.93 -0.59 -1.09 -0.20
C 2.22 -0.34 -1.46 -0.23
C 1.29 -1.32 -1.63 -0.54
N 0.06 -0.76 -1.83 0.33
C 0.20 0.61 -1.85 -0.66
C -0.73 1.61 -2.09 -0.31
C -0.28 2.92 -2.08 -0.81
C 1.06 3.23 -1.83 -0.59
C 1.99 2.24 -1.60 -0.63
C 1.56 0.91 -1.61 1.26
H 3.03 2.47 -1.43 0.46
H 1.37 4.26 -1.83 0.41
H -0.98 3.72 -2.27 0.36
H -1.76 1.39 -2.30 0.40
C -1.17 -1.49 -1.98 -0.70
C -1.34 -2.62 -0.98 0.40
C -0.64 -2.66 0.22 0.28
C -0.84 -3.70 1.11 -0.83
C -1.75 -4.71 0.81 -0.58
C -2.45 -4.67 -0.38 -0.64
C -2.24 -3.63 -1.27 -0.67
H -2.79 -3.61 -2.20 0.43
H -3.16 -5.45 -0.62 0.40
H -1.91 -5.52 1.51 0.42
H -0.29 -3.72 2.03 0.52
H 0.06 -1.88 0.47 0.35
H -1.25 -1.90 -2.99 0.38
H -1.99 -0.78 -1.84 0.20
H 1.41 -2.38 -1.61 0.62
H 3.59 0.91 0.80 0.20
H 3.38 1.90 3.04 0.45
H 2.10 0.71 3.35 0.45
H 0.39 -0.20 2.41 0.50
H -1.83 -0.88 1.79 0.58
H -5.14 -0.75 0.49 0.27
H -4.15 -0.80 1.96 0.37

[2]
20
Properties=species:S:1:pos:R:3:mulliken_charge:R:1 method="wB97M-V/def2-TZVPD" total_charge=0 spin_multiplicity=1 homo_ev=-10.105 e_above_lowest_ev=0.937 smiles=CC(C)O.CC
C -1.63 0.30 0.76 0.78
C -1.61 -0.71 1.90 -1.33
C -1.96 -0.19 -0.65 -1.08
O -2.40 1.41 1.17 -0.55
H -0.56 0.61 0.75 -0.05
H -1.45 -1.75 1.59 0.35
H -2.70 -0.97 -0.66 0.33
H -2.42 0.66 -1.19 0.33
H -1.12 -0.57 -1.24 0.22
H -2.21 2.18 0.61 0.32
H -2.68 -0.77 2.27 0.34
H -1.06 -0.43 2.81 0.34
C 1.96 -0.11 -0.98 -0.70
C 3.48 0.17 -1.02 -0.93
H 1.65 -0.81 -1.77 0.30
H 1.59 -0.53 -0.06 0.27
H 1.46 0.84 -1.12 0.27
H 3.95 -0.43 -1.78 0.27
H 3.73 1.20 -1.29 0.27
H 3.96 -0.10 -0.08 0.27

[3]
16
Properties=species:S:1:pos:R:3:mulliken_charge:R:1 method="wB97M-V/def2-TZVPD" total_charge=0 spin_multiplicity=1 homo_ev="-7.813 / -7.813" e_above_lowest_ev=6.093
C 2.60 0.66 -0.15 -0.44
C 1.58 1.39 -0.79 -0.39
C 2.37 -0.50 0.64 -0.18
C 0.29 0.90 -0.68 0.10
C 1.05 -0.98 0.74 -0.61
C 0.12 -0.24 0.07 0.34
C -2.74 -0.66 0.21 0.31
O -2.95 -1.85 -0.42 -0.42
S -3.71 0.26 1.41 -0.12
S -3.13 0.94 -0.50 -0.18
H 3.55 1.06 -0.07 0.41
H 1.70 2.34 -1.31 0.36
H 3.02 -1.02 1.42 0.26
H -0.78 1.33 -0.95 -0.18
H 0.73 -1.68 1.47 0.41
H -3.72 -1.93 -1.08 0.33

One value per record, in order, for max |F|: 0.6; 3.2; 3.6 eV Å⁻¹.
One value per record, in order, for E_tot: -48411.922; -7458.848; -31067.802 eV.